[1]
99
Properties=species:S:1:pos:R:3:forces:R:3 method="wB97M-V/def2-TZVPD" de_lowest_ev=1.897 total_energy_ev=-165892.0055 homo_lumo_gap_ev="5.73 / 5.73" total_charge=+2 e_homo_ha="-0.5059 / -0.5059"
Ir -0.13855 -0.10838 0.22647 -0.5 -0.9 -1.2
C 1.12091 -4.43294 -1.97129 0.0 0.0 0.1
C 1.87624 -3.14483 -1.97932 0.2 0.0 -0.1
C 2.69308 -2.74507 -3.00288 -0.2 0.1 0.3
C 3.32548 -1.48206 -2.95248 0.0 -0.1 0.1
N 3.12970 -0.67608 -1.93511 0.2 0.4 -0.2
N 2.34268 -1.05459 -0.94518 0.0 -0.5 -0.3
B 2.01285 -0.06832 0.20153 0.3 -0.1 0.5
N 2.64641 1.32370 -0.05498 -0.5 0.4 -0.1
N 3.97294 1.36528 -0.03518 0.5 -0.3 0.1
C 4.59756 2.49004 -0.28125 -0.2 0.1 -0.1
C 3.86690 3.63016 -0.69035 -0.3 -0.1 0.0
C 2.50192 3.61736 -0.64837 0.1 0.1 -0.1
C 1.65921 4.80788 -0.96548 -0.1 0.0 0.0
C 1.88665 2.40792 -0.23695 0.4 0.1 0.0
S 0.21702 2.39040 0.09132 0.0 -2.0 0.8
C 6.09159 2.53527 -0.00520 0.2 -0.1 0.1
C 6.71834 3.86632 -0.42362 -0.1 -0.1 0.0
C 6.23541 2.37344 1.52173 0.0 0.0 -0.1
C 6.82452 1.39729 -0.72556 -0.1 0.1 0.0
N 2.56725 -0.63530 1.55642 -0.2 0.1 0.5
N 3.76444 -1.19150 1.50694 0.3 -0.3 -0.2
C 4.28094 -1.72196 2.59354 -0.2 0.1 0.0
C 3.58858 -1.63554 3.81914 -0.2 0.1 0.0
C 2.33696 -1.07862 3.87522 0.2 0.0 0.1
C 1.51603 -1.02761 5.12075 -0.1 0.1 0.0
C 1.81065 -0.59096 2.66100 0.2 0.2 -0.3
S 0.20453 0.03987 2.56411 -0.7 -0.3 -0.6
C 5.60859 -2.44174 2.42788 0.1 0.0 -0.2
C 6.67824 -1.42343 2.00801 -0.1 -0.1 0.1
C 6.04357 -3.13947 3.71480 0.0 0.0 -0.1
C 5.44587 -3.47954 1.30204 0.0 0.1 0.1
C 1.71821 -2.23446 -0.91313 0.4 -0.2 -0.4
S 0.70302 -2.56075 0.42738 -0.1 1.9 0.5
C 4.24646 -1.03184 -4.06681 0.1 0.0 -0.1
C 3.47806 -1.05396 -5.39747 0.0 0.0 0.1
C 4.76755 0.37870 -3.80702 -0.1 -0.1 0.0
C 5.42655 -2.01807 -4.12699 -0.1 0.1 0.0
H 1.34191 -5.03116 -2.85165 0.0 0.0 0.0
H 0.04980 -4.21792 -1.94674 0.0 0.0 0.0
H 1.35598 -5.01540 -1.07811 0.0 -0.1 0.0
H 2.82758 -3.38463 -3.86481 0.0 0.0 0.0
H 4.38057 4.52626 -1.00779 0.0 0.0 0.0
H 2.23990 5.57209 -1.47633 0.0 0.0 0.0
H 1.26266 5.24068 -0.04254 0.0 0.0 0.0
H 0.80550 4.52941 -1.58693 0.0 0.0 0.0
H 6.32582 4.70427 0.15533 0.0 0.0 0.0
H 6.57660 4.06468 -1.48778 0.0 0.0 0.0
H 7.79088 3.81806 -0.23870 0.0 0.0 0.0
H 5.76116 3.20752 2.04366 0.0 0.0 0.0
H 7.29159 2.36280 1.79223 0.0 0.0 0.0
H 5.77310 1.44450 1.85555 0.0 0.0 0.0
H 6.92219 1.62444 -1.78745 0.0 -0.1 0.0
H 6.28954 0.45604 -0.61328 0.0 -0.1 0.0
H 7.82767 1.28889 -0.31311 0.0 0.0 0.0
H 4.02755 -2.03821 4.72132 0.0 0.0 0.0
H 2.06944 -1.40668 5.97570 0.0 0.0 0.0
H 0.61011 -1.62474 4.99429 0.0 0.0 0.0
H 1.19691 -0.00407 5.32670 0.0 0.0 0.1
H 6.87487 -0.70207 2.80354 0.0 0.0 0.0
H 6.35505 -0.88897 1.11773 0.0 0.0 -0.1
H 7.60778 -1.94893 1.78752 0.0 0.0 0.0
H 6.22227 -2.42392 4.51945 0.0 0.0 0.0
H 6.98056 -3.66389 3.53160 0.0 0.0 0.0
H 5.31014 -3.87806 4.04462 0.0 0.0 0.0
H 5.14461 -2.98913 0.37650 0.0 0.0 0.0
H 4.69599 -4.22965 1.56380 0.0 0.0 0.0
H 6.39607 -3.98790 1.13897 0.0 0.0 0.0
H 2.65026 -0.34326 -5.37577 0.0 0.0 0.0
H 3.08113 -2.04424 -5.62493 0.0 0.0 -0.1
H 4.15176 -0.77268 -6.20630 0.0 0.0 0.0
H 3.94571 1.09333 -3.74021 0.0 0.0 0.0
H 5.42534 0.67916 -4.62248 0.0 0.0 0.0
H 5.32386 0.40822 -2.87391 0.1 0.1 0.1
H 5.10056 -3.01836 -4.41626 0.0 0.0 0.0
H 5.93165 -2.08235 -3.16109 0.0 0.0 0.0
H 6.14804 -1.67606 -4.86861 0.0 0.0 0.0
F -3.42340 -0.46047 -2.83298 0.1 0.0 0.1
C -2.20001 -0.21989 -3.33485 -0.3 -0.1 -0.1
F -2.33770 0.39444 -4.48746 0.1 0.1 0.0
F -1.58899 -1.38238 -3.54096 0.0 0.1 0.2
S -1.25261 0.88464 -2.15518 0.0 0.6 -1.6
O 0.05668 0.20446 -1.97756 -0.4 -0.5 0.6
O -1.18235 2.13575 -2.82118 -0.1 0.0 0.0
O -1.98515 0.86517 -0.87597 0.2 0.1 0.7
C -4.21883 -0.66470 0.46244 0.2 -0.1 -0.2
As -3.02824 -2.08256 -0.08444 -0.8 -0.8 1.2
C -3.83766 -3.31902 -1.33065 0.1 0.3 0.1
C -2.71962 -3.10748 1.53166 -0.1 0.2 -0.2
O -1.49195 -1.67306 -0.64791 1.0 1.3 0.1
H -4.89762 -1.09391 1.19844 0.0 0.0 0.0
H -4.77995 -0.26619 -0.37736 0.0 0.0 -0.1
H -3.63524 0.13216 0.91629 0.0 0.0 0.0
H -4.84623 -3.53840 -0.98072 0.0 0.0 0.1
H -3.24917 -4.23447 -1.33394 0.0 0.0 0.0
H -3.88400 -2.90562 -2.33181 0.0 0.1 0.0
H -3.63620 -3.60063 1.85239 0.0 0.0 0.0
H -2.37423 -2.44014 2.32120 0.0 0.0 0.0
H -1.95432 -3.85378 1.32867 0.0 0.0 0.0

[2]
89
Properties=species:S:1:pos:R:3:forces:R:3 method="wB97M-V/def2-TZVPD" multiplicity=2 total_energy_ev=-232860.0933 homo_lumo_gap_ev="7.44 / 6.58" total_charge=+2 e_homo_ha="-0.4636 / -0.4673"
Cu -0.67654 -0.52156 0.15666 0.4 -0.5 -0.2
C 1.48037 2.54315 -0.57387 -0.1 0.1 0.0
As -0.42685 2.71612 -0.72323 0.0 0.0 0.1
C -0.84182 4.56280 -0.39664 0.0 -0.1 -0.1
C -0.94080 2.25601 -2.52011 0.0 0.1 0.1
S -1.45075 1.55026 0.74858 0.1 0.4 -0.1
H 1.95388 3.24550 -1.25903 0.0 0.0 0.0
H 1.77932 1.53011 -0.82327 0.0 0.0 0.0
H 1.76338 2.76674 0.45073 0.0 0.0 0.1
H -0.24633 5.18834 -1.05954 0.0 0.0 0.0
H -0.61296 4.79119 0.64019 0.0 0.0 0.1
H -1.89986 4.72719 -0.58044 -0.1 0.0 0.0
H -0.60866 3.04385 -3.19539 0.0 0.0 0.0
H -2.02215 2.15515 -2.56094 0.0 0.0 0.0
H -0.47700 1.31033 -2.79027 0.0 -0.1 0.0
C 0.74303 -4.66560 4.06849 0.1 0.0 0.0
C -0.57808 -4.56753 3.30899 0.1 0.1 0.1
C -0.49303 -4.94006 1.82721 0.0 -0.1 -0.1
C 0.00166 -3.83155 0.90440 0.2 0.0 0.1
N 1.37225 -3.41965 1.18366 0.0 0.1 -0.2
C 1.75525 -2.26525 1.75946 -0.1 0.1 0.1
Se 0.65634 -0.81639 2.18379 0.1 0.1 0.4
N 3.08769 -2.28874 1.94347 -0.2 -0.1 -0.2
C 3.90745 -1.23089 2.52872 0.0 0.0 0.0
C 4.46257 -0.28004 1.47796 0.0 0.0 0.0
C 5.36158 0.79174 2.09316 0.1 0.0 0.0
C 4.61458 1.78424 2.97624 0.0 0.0 0.0
C 3.59308 -3.45744 1.39091 0.0 -0.3 -0.1
C 4.89213 -3.93652 1.26618 0.0 0.0 0.0
C 5.04634 -5.15946 0.63744 0.1 0.0 0.0
C 3.94991 -5.88220 0.15501 0.0 -0.1 0.0
C 2.65535 -5.41047 0.28348 0.0 0.1 0.0
C 2.49906 -4.17899 0.91026 0.2 -0.1 0.0
H 0.58116 -4.53486 5.13855 0.0 0.0 0.0
H 1.46556 -3.90809 3.76000 0.0 0.0 0.0
H 1.20196 -5.64626 3.92312 0.0 0.0 0.0
H -0.98590 -3.55539 3.41380 0.2 -0.1 0.1
H -1.29447 -5.23977 3.78607 0.0 0.0 0.0
H -1.48013 -5.22795 1.45261 0.0 0.0 0.0
H 0.13086 -5.83221 1.71740 0.0 0.0 0.0
H -0.60242 -2.93232 1.02079 0.2 -0.2 -0.1
H -0.05818 -4.12298 -0.14272 0.0 0.0 -0.1
H 4.71243 -1.72527 3.07542 0.0 0.0 0.0
H 3.29301 -0.71014 3.25717 -0.1 0.0 0.0
H 3.62372 0.18023 0.94819 0.0 0.0 0.0
H 5.02492 -0.85892 0.73859 0.0 0.0 0.0
H 5.86651 1.32823 1.28714 0.0 0.0 0.0
H 6.15554 0.30941 2.67180 0.0 0.0 0.0
H 3.79544 2.25334 2.42661 0.0 0.0 0.0
H 5.27757 2.57702 3.32236 0.0 0.0 0.0
H 4.18738 1.31121 3.86243 0.0 0.0 0.0
H 5.74510 -3.38678 1.64297 0.0 0.0 0.0
H 6.03919 -5.57567 0.52682 0.0 0.0 0.0
H 4.12113 -6.84187 -0.31573 0.0 0.0 0.0
H 1.80875 -5.98042 -0.07765 0.0 0.0 0.0
C -2.81724 -2.69925 1.90731 -0.3 0.1 -0.1
N -4.10541 -1.98278 1.69826 0.0 0.0 -0.1
C -5.17369 -2.92093 1.24805 0.0 0.0 0.0
C -3.95366 -0.76172 0.79271 -0.1 -0.1 -0.1
C -3.50370 -1.09570 -0.60003 0.2 0.0 0.0
C -4.50451 -1.37073 -1.53535 0.0 0.0 0.1
C -4.19032 -1.71908 -2.83564 -0.1 0.0 -0.1
C -2.85827 -1.79370 -3.20353 0.0 0.0 -0.1
C -1.85890 -1.49417 -2.28823 0.1 0.1 0.2
C -2.14077 -1.12848 -0.96645 -0.5 0.0 -0.3
H -2.95666 -3.46151 2.67070 -0.1 0.0 -0.1
H -2.05320 -1.98817 2.22122 -0.1 0.0 0.0
H -2.53297 -3.15435 0.96120 -0.2 0.1 0.1
H -4.39649 -1.61045 2.59983 0.0 0.0 0.1
H -4.91126 -3.29218 0.26243 0.0 0.0 0.0
H -6.12101 -2.38874 1.20755 0.0 0.0 0.0
H -5.23621 -3.74277 1.95702 0.0 0.0 0.0
H -3.25868 -0.11587 1.31199 0.1 0.1 0.1
H -4.93670 -0.28990 0.79316 0.0 0.0 0.0
H -5.54799 -1.29319 -1.24505 0.0 0.0 0.0
H -4.97621 -1.91738 -3.55307 0.0 0.0 0.0
H -2.59109 -2.06764 -4.21750 0.0 0.0 0.0
H -0.83137 -1.54484 -2.62009 0.0 0.0 0.0
S 1.54449 -0.98502 -1.26822 -0.1 0.2 0.1
C 1.91862 -2.39946 -2.09621 0.1 -0.1 0.0
N 3.22991 -2.58502 -2.46949 -0.2 -0.1 0.0
C 3.66251 -3.67245 -3.13750 -0.1 0.0 0.0
C 2.76183 -4.63929 -3.47479 0.1 0.1 0.0
C 1.43623 -4.41655 -3.07190 0.0 0.0 0.0
N 1.02684 -3.35598 -2.40620 0.0 -0.1 0.0
H 3.87563 -1.85133 -2.21389 0.1 0.1 0.0
H 4.71784 -3.70434 -3.36920 0.0 0.0 0.0
H 3.05393 -5.52521 -4.01677 0.0 0.0 0.0
H 0.67287 -5.15254 -3.30846 0.0 0.0 0.0

[3]
96
Properties=species:S:1:pos:R:3:forces:R:3 method="wB97M-V/def2-TZVPD" total_energy_ev=-139013.8305 homo_lumo_gap_ev=6.67 total_charge=-1 e_homo_ha=-0.1814
C 0.51451 -5.08081 -1.75805 0.0 0.0 0.1
C -0.83757 -5.64684 -1.99213 -0.6 0.9 -0.6
Cl -1.00996 -7.31635 -1.57430 0.0 -0.6 0.2
C -1.92508 -5.01295 -2.44151 -0.2 -0.9 0.1
Cl -1.73908 -3.30236 -2.82650 0.2 0.4 0.0
Ga -3.82527 -5.80227 -2.69489 -0.1 0.1 0.2
H 0.55063 -4.67877 -0.75312 0.2 0.1 0.4
H 1.29044 -5.82131 -1.88111 0.2 -0.3 0.0
H 0.70156 -4.26633 -2.43667 0.1 0.4 -0.3
H -4.34768 -6.19963 -1.22433 0.0 0.0 0.0
H -4.70687 -4.59713 -3.32070 0.1 0.0 0.0
H -3.80003 -7.09035 -3.64059 0.1 0.0 -0.1
O -0.88660 -3.29606 1.35550 0.0 -0.2 0.2
C 0.20158 -2.91739 1.67437 -0.2 0.4 -0.1
O 0.97053 -3.56640 2.58441 0.1 -0.1 0.0
C 2.16765 -2.80833 2.84242 0.2 0.1 0.0
C 2.36370 -1.92647 1.61237 -0.4 -0.1 0.1
C 0.91690 -1.67294 1.18690 0.5 -0.3 0.0
H 2.01314 -2.22876 3.75409 -0.1 0.0 0.0
H 2.99300 -3.50069 2.99736 -0.1 -0.1 0.0
H 2.92657 -1.02536 1.81596 0.1 0.1 0.1
H 2.88896 -2.48219 0.83611 0.0 0.0 0.0
H 0.48509 -0.80884 1.69400 -0.1 0.0 0.0
H 0.80839 -1.56412 0.11324 -0.2 0.1 0.0
O -0.16422 -1.65503 5.06160 0.1 0.2 0.1
C -1.13011 -2.25958 5.42292 0.1 -0.3 -0.2
O -1.60658 -2.16942 6.69105 -0.1 0.0 0.1
C -2.70357 -3.08336 6.87097 -0.1 -0.1 0.0
C -3.23873 -3.35150 5.46910 0.1 0.0 -0.1
C -1.97066 -3.23368 4.62354 -0.4 0.2 0.2
H -2.32076 -3.98807 7.34854 0.0 0.0 0.0
H -3.43623 -2.62207 7.52888 0.1 0.1 0.1
H -3.74769 -4.30831 5.37923 0.0 0.0 0.0
H -3.94350 -2.56875 5.18642 0.0 0.0 0.0
H -1.43135 -4.17861 4.55276 0.1 0.0 -0.1
H -2.15786 -2.84902 3.62579 0.2 -0.1 -0.1
O 2.67132 0.06012 -1.16077 -0.1 -0.2 -0.1
C 3.73654 0.47569 -0.81721 -0.1 0.3 0.0
O 4.48523 -0.15161 0.12858 0.2 0.1 -0.1
C 5.66898 0.61720 0.40842 0.1 0.1 0.0
C 5.88143 1.49997 -0.81668 -0.1 0.0 -0.1
C 4.44466 1.72771 -1.28644 0.5 -0.2 0.0
H 5.48715 1.20542 1.31065 0.0 0.0 0.0
H 6.49500 -0.06591 0.59168 -0.1 -0.1 0.0
H 6.43037 2.41278 -0.59424 -0.1 0.0 0.1
H 6.43638 0.95001 -1.57862 0.0 0.0 0.0
H 3.98011 2.58064 -0.79332 -0.1 0.0 -0.1
H 4.36792 1.83063 -2.36482 -0.2 0.1 0.0
O 2.32115 3.91660 -0.02737 0.2 -0.1 0.0
C 2.87720 4.66084 0.72837 -0.5 0.0 0.1
O 4.18236 4.51003 1.07521 0.1 0.0 0.0
C 4.53514 5.48590 2.07668 0.0 0.1 0.1
C 3.51087 6.60780 1.92880 -0.1 -0.1 -0.1
C 2.27731 5.83651 1.45947 0.7 0.3 -0.1
H 4.48075 5.00432 3.05496 0.0 0.0 0.0
H 5.55756 5.81145 1.90098 0.0 -0.1 -0.1
H 3.36191 7.17357 2.84559 0.0 -0.1 0.0
H 3.83105 7.30386 1.15204 0.0 0.0 0.0
H 1.69133 5.45933 2.29168 -0.1 0.0 0.0
H 1.64128 6.41109 0.79479 -0.2 -0.1 0.1
O 1.14073 1.14342 -7.31416 -0.1 0.1 -0.2
C 1.02672 0.62372 -6.24221 0.2 0.0 0.1
O -0.04137 0.83288 -5.44303 0.0 -0.1 0.0
C 0.14576 0.16275 -4.17556 0.0 0.0 0.2
C 1.15447 -0.93486 -4.45234 0.2 -0.2 -0.1
C 2.01012 -0.31311 -5.55480 -0.4 -0.1 0.2
H 0.51120 0.89333 -3.45134 0.0 0.0 0.0
H -0.80840 -0.22522 -3.82932 -0.1 0.1 -0.1
H 1.71309 -1.23073 -3.56703 0.0 0.1 0.1
H 0.64333 -1.81842 -4.83600 0.0 0.0 0.0
H 2.83019 0.28443 -5.15310 0.0 0.0 0.0
H 2.39800 -1.04217 -6.25965 0.1 0.1 -0.1
O -0.39434 5.91518 2.85330 0.0 0.2 0.1
C -1.15271 5.29533 2.16039 -0.1 -0.3 0.2
O -1.79352 5.85035 1.11742 -0.1 0.0 -0.1
C -2.69630 4.88870 0.52040 -0.1 -0.2 -0.1
C -2.15675 3.52676 0.93207 0.1 0.0 0.2
C -1.54373 3.83824 2.29694 0.0 0.0 -0.5
H -3.69866 5.07684 0.90994 0.0 0.0 0.0
H -2.70306 5.03650 -0.55530 0.1 0.1 0.0
H -2.91462 2.75253 0.94418 -0.1 0.0 0.0
H -1.37566 3.21424 0.24007 0.0 0.0 0.0
H -2.26673 3.75170 3.10968 0.0 0.0 0.1
H -0.67162 3.22868 2.51570 0.0 0.0 0.2
O -4.10958 1.35910 -0.89691 0.2 0.3 0.2
C -4.56786 0.69351 -1.78035 -0.2 -0.3 0.1
O -4.93872 1.23797 -2.96199 0.0 0.0 -0.1
C -5.55264 0.23449 -3.79835 0.0 -0.2 0.0
C -5.03978 -1.09550 -3.26591 -0.1 0.0 0.0
C -4.85951 -0.79422 -1.78250 0.2 0.0 -0.4
H -6.63708 0.33154 -3.70440 0.0 0.0 0.0
H -5.27262 0.42001 -4.83204 0.1 0.1 0.0
H -5.70676 -1.92940 -3.46861 0.0 0.0 0.0
H -4.07351 -1.33003 -3.71167 0.0 -0.1 0.0
H -5.77444 -0.96634 -1.21317 0.0 0.0 0.1
H -4.03992 -1.35605 -1.34248 -0.1 0.0 0.2